No. 1
The following is a DFT calculation (ωB97M-V/def2-TZVPD) of C7H19CaINO7S as an isolated structure.

Last column: Löwdin charge in e.
Atoms and positions in Å:
Ca: -0.33 0.34 0.13  1.06
S: -1.61 -1.94 1.39  0.19
O: -1.38 -3.30 0.87  -0.40
O: -0.37 -1.22 1.71  -0.51
O: -2.19 -1.10 0.30  -0.49
O: -2.57 -2.06 2.50  -0.40
I: 0.30 2.88 -1.30  -0.13
C: -2.30 2.84 1.68  -0.14
O: -1.85 1.48 1.59  -0.25
H: -2.30 3.12 2.74  0.08
H: -1.63 3.49 1.12  0.02
H: -3.32 2.97 1.32  0.08
H: -2.61 0.92 1.79  0.09
C: -2.36 -0.22 -2.38  -0.11
O: -1.00 -0.34 -2.03  -0.38
C: -0.40 -1.56 -2.40  -0.22
C: 1.09 -1.37 -2.21  -0.18
N: 1.38 -1.09 -0.78  -0.13
C: 2.68 -0.41 -0.64  -0.20
C: 2.94 -0.03 0.81  -0.21
O: 1.84 0.73 1.23  -0.34
C: 1.94 1.42 2.44  -0.09
H: -2.47 0.00 -3.45  0.09
H: -2.80 0.61 -1.83  0.09
H: -2.90 -1.11 -2.04  0.09
H: -0.60 -1.82 -3.44  0.13
H: -0.77 -2.39 -1.79  0.13
H: 1.43 -0.53 -2.83  0.12
H: 1.70 -2.22 -2.55  0.12
H: 1.46 -2.00 -0.33  0.13
H: 2.64 0.52 -1.22  0.09
H: 3.49 -1.03 -1.06  0.12
H: 3.86 0.55 0.92  0.12
H: 3.04 -0.95 1.41  0.13
H: 2.98 1.76 2.60  0.09
H: 1.73 0.78 3.31  0.10
H: 1.29 2.29 2.42  0.09

Values from the calculation:
* gap between HOMO and LUMO: 0.26268 Ha
* E_HOMO: -4.5 eV
* ΔE to the lowest compared entry with this formula, charge and spin: 33.7 kJ/mol
* charge: -1

No. 2
The following is a DFT calculation (ωB97M-V/def2-TZVPD) of C7H19HgN2O as an isolated structure.

Last column: Löwdin charge in e.
Atoms and positions in Å:
C: -0.48 -3.61 -4.26  -0.53
Hg: -0.85 -1.63 -3.86  0.44
N: -1.18 0.68 -4.53  -0.17
H: 0.11 -1.31 -0.34  0.07
H: -1.16 -2.53 -2.32  -0.13
H: -0.54 -4.20 -3.31  -0.06
H: 0.55 -3.59 -4.57  -0.09
H: -1.17 -4.00 -4.99  -0.09
H: -0.34 1.20 -4.34  -0.07
H: -1.97 1.23 -4.19  -0.03
H: -1.28 0.60 -5.52  -0.05
O: -0.38 -1.38 0.51  -0.02
C: -0.30 -0.25 1.23  -0.49
C: -0.49 -0.35 2.69  -0.16
C: 0.79 -0.01 3.45  -0.21
C: 1.12 1.49 3.47  -0.23
C: 1.40 2.10 2.11  -0.21
C: 0.21 2.18 1.18  -0.18
N: -0.04 0.84 0.57  0.02
H: -1.30 0.34 2.94  0.11
H: -0.83 -1.37 2.87  0.12
H: 0.66 -0.39 4.47  0.09
H: 1.62 -0.59 3.02  0.12
H: 0.28 2.00 3.96  0.11
H: 2.00 1.60 4.14  0.10
H: 1.76 3.12 2.31  0.10
H: 2.25 1.58 1.64  0.12
H: -0.68 2.51 1.74  0.11
H: 0.43 2.89 0.38  0.10
H: -0.20 0.86 -0.45  0.11

Values from the calculation:
* gap between HOMO and LUMO (alpha / beta): 0.16857 / 0.12513 Ha
* E_HOMO (alpha / beta): -1.5 / -0.3 eV
* ΔE to the lowest compared entry with this formula, charge and spin: 146.4 kJ/mol
* charge: -1

No. 3
The following is a DFT calculation (ωB97M-V/def2-TZVPD) of a 2-piece molecular cluster, C7H19IN3 overall.

Last column: Löwdin charge in e.
Atoms and positions in Å:
C: 1.23 0.86 -1.46  -0.05
C: -0.86 -0.30 -2.29  -0.02
C: 0.21 3.03 0.04  -0.05
C: -0.99 2.15 1.88  -0.16
C: -0.19 -3.02 1.78  -0.17
C: 1.32 -2.32 -0.02  -0.15
C: -0.77 0.75 -0.08  -0.55
N: -0.11 0.45 -1.17  -0.16
N: -0.50 1.92 0.61  -0.20
N: -0.07 -2.30 0.49  -0.29
I: -2.51 -0.37 0.54  1.10
H: 1.94 0.11 -1.50  0.06
H: 1.26 1.22 -2.47  0.11
H: 1.76 1.72 -0.95  0.11
H: -1.37 -1.18 -1.89  0.04
H: -1.50 0.44 -2.76  0.10
H: -0.21 -0.49 -3.08  0.07
H: 0.23 3.07 -1.02  0.08
H: -0.09 4.04 0.40  0.14
H: 1.27 2.94 0.18  0.08
H: -0.88 1.37 2.72  0.13
H: -0.61 3.05 2.32  0.09
H: -2.03 2.51 1.83  0.10
H: -1.18 -2.72 2.19  0.04
H: -0.27 -4.22 1.77  0.12
H: 0.70 -2.93 2.40  0.06
H: 1.87 -1.66 0.70  0.09
H: 1.81 -3.36 0.02  0.11
H: 1.21 -1.88 -0.99  0.04
H: -0.67 -2.88 -0.20  0.12

Values from the calculation:
* gap between HOMO and LUMO: 0.31521 Ha
* E_HOMO: -12.1 eV
* ΔE to the lowest compared entry with this formula, charge and spin: 140.7 kJ/mol
* charge: +1

No. 4
The following is a DFT calculation (ωB97M-V/def2-TZVPD) of a 3-piece molecular cluster, C7H19INO3 overall.

Last column: Löwdin charge in e.
Atoms and positions in Å:
I: 15.32 24.00 -15.92  -0.49
C: 17.02 24.42 -11.37  -0.19
O: 16.99 23.69 -12.57  -0.18
H: 17.25 25.47 -11.61  0.07
H: 16.05 24.45 -10.86  0.07
H: 17.83 24.03 -10.75  0.07
H: 16.21 23.91 -13.10  -0.04
C: 9.99 25.94 -21.15  -0.12
O: 10.95 25.53 -20.21  -0.17
C: 12.11 26.30 -20.29  -0.26
C: 13.15 25.98 -19.22  -0.22
N: 12.58 25.77 -17.89  -0.05
C: 12.34 27.06 -17.26  -0.24
C: 12.05 26.90 -15.77  -0.22
O: 10.72 26.43 -15.63  -0.18
C: 10.39 26.09 -14.32  -0.15
H: 10.41 26.09 -22.15  0.08
H: 9.54 26.86 -20.75  0.09
H: 9.17 25.23 -21.26  0.08
H: 11.95 27.38 -20.37  0.11
H: 12.61 26.07 -21.25  0.11
H: 13.97 26.71 -19.17  0.11
H: 13.73 25.09 -19.48  0.11
H: 13.25 25.32 -17.27  -0.05
H: 11.52 27.63 -17.72  0.11
H: 13.14 27.79 -17.46  0.11
H: 12.15 27.86 -15.25  0.12
H: 12.81 26.23 -15.34  0.08
H: 10.50 26.78 -13.49  0.08
H: 10.79 25.11 -14.02  0.09
H: 9.34 25.74 -14.38  0.08

Values from the calculation:
* gap between HOMO and LUMO: 0.25669 Ha
* E_HOMO: -3.9 eV
* ΔE to the lowest compared entry with this formula, charge and spin: 29.8 kJ/mol
* charge: -1

No. 5
The following is a DFT calculation (ωB97M-V/def2-TZVPD) of a 2-piece molecular cluster, C7H19N2 overall.

Last column: Löwdin charge in e.
Atoms and positions in Å:
C: -0.65 -3.44 -1.70  0.00
N: 0.62 -2.71 -1.72  -0.17
C: 1.88 -3.44 -1.70  0.01
C: 0.62 -1.34 -1.74  0.23
H: -0.48 -4.52 -1.70  0.11
H: -1.22 -3.17 -0.82  0.11
H: -1.23 -3.17 -2.58  0.11
H: 1.72 -4.52 -1.70  0.11
H: 2.47 -3.17 -2.58  0.11
H: 2.45 -3.17 -0.82  0.11
H: 1.54 -0.80 -1.74  0.11
H: -0.31 -0.80 -1.74  0.12
C: -1.97 3.95 1.57  -0.11
C: -0.73 3.28 1.02  -0.28
C: -0.57 1.86 1.54  -0.23
C: 0.68 1.17 1.00  -0.32
N: 0.81 -0.18 1.54  0.00
H: -2.09 4.97 1.19  0.07
H: -2.87 3.39 1.30  0.07
H: -1.94 4.00 2.66  0.08
H: -0.76 3.26 -0.08  0.11
H: 0.17 3.87 1.27  0.11
H: -0.53 1.86 2.64  0.12
H: -1.45 1.27 1.29  0.11
H: 0.65 1.17 -0.10  0.08
H: 1.56 1.75 1.27  0.12
H: 0.00 -0.73 1.29  0.05
H: 1.62 -0.66 1.15  0.05

Values from the calculation:
* gap between HOMO and LUMO: 0.25116 Ha
* E_HOMO: -12.5 eV
* ΔE to the lowest compared entry with this formula, charge and spin: 168.4 kJ/mol
* charge: +1

No. 6
The following is a DFT calculation (ωB97M-V/def2-TZVPD) of an isolated ion of composition C7H19N2 and charge +1.

Last column: Löwdin charge in e.
Atoms and positions in Å:
C: -2.06 1.18 0.47  -0.05
N: -1.35 0.05 -0.05  -0.20
C: -1.85 -0.28 -1.43  0.01
C: -0.22 -0.56 0.39  -0.42
C: -0.09 -1.93 -0.28  -0.03
C: 0.13 -0.60 1.87  0.00
N: 1.16 0.37 -0.32  -0.14
C: 1.13 1.75 0.16  -0.03
C: 2.49 -0.24 -0.58  0.00
H: -1.94 1.18 1.53  0.08
H: -1.78 2.10 -0.01  0.08
H: -3.16 1.06 0.20  0.12
H: -2.78 0.31 -1.47  0.09
H: -1.07 0.10 -2.20  0.13
H: -1.94 -1.33 -1.44  0.06
H: 0.15 -1.90 -1.31  0.07
H: 0.67 -2.53 0.31  0.12
H: -0.95 -2.64 -0.16  0.12
H: 1.27 -0.86 1.89  0.13
H: 0.07 0.25 2.55  0.08
H: -0.37 -1.44 2.30  0.09
H: 0.77 0.51 -1.23  0.11
H: 0.86 1.77 1.23  0.10
H: 2.03 2.26 -0.02  0.07
H: 0.39 2.42 -0.42  0.13
H: 2.36 -1.02 -1.32  0.10
H: 3.16 0.63 -0.93  0.14
H: 2.93 -0.61 0.26  0.06

Values from the calculation:
* gap between HOMO and LUMO: 0.38381 Ha
* E_HOMO: -13.1 eV
* SMILES string: CN(C)C(C)(C)[NH+](C)C
* ΔE to the lowest compared entry with this formula, charge and spin: 193.4 kJ/mol
* charge: +1

No. 7
The following is a DFT calculation (ωB97M-V/def2-TZVPD) of a 2-piece molecular cluster, C7H19N3O3PS overall.

Last column: Löwdin charge in e.
Atoms and positions in Å:
N: 4.58 -0.50 -0.96  0.20
C: 3.29 -0.32 -1.30  -0.39
N: 2.58 0.76 -0.99  0.15
C: 1.13 0.45 -1.21  -0.11
C: 1.19 -1.07 -1.23  -0.33
P: -0.30 -1.99 -1.82  0.17
O: -0.98 -2.38 -0.42  -0.19
O: 0.19 -3.36 -2.47  -0.17
S: -1.36 -0.92 -2.97  0.41
N: 2.51 -1.19 -1.96  0.13
H: 4.86 -0.34 -0.01  0.13
H: 5.31 -0.67 -1.64  0.13
H: 2.83 1.24 -0.13  0.17
H: 0.45 0.82 -0.44  0.10
H: 0.85 0.79 -2.21  0.11
H: 1.43 -1.41 -0.21  0.13
H: -0.46 -2.05 0.34  0.08
H: 0.96 -3.77 -2.07  0.09
H: 2.89 -2.10 -2.18  0.16
C: -3.83 0.82 0.93  -0.06
C: -2.49 0.12 0.95  -0.27
O: -1.37 0.94 0.61  -0.22
C: -1.16 2.07 1.43  -0.27
C: -0.92 1.75 2.90  -0.07
H: -4.01 1.26 -0.05  0.09
H: -4.62 0.11 1.15  0.09
H: -3.89 1.62 1.67  0.07
H: -2.49 -0.68 0.21  0.09
H: -2.32 -0.35 1.93  0.11
H: -1.99 2.78 1.33  0.12
H: -0.28 2.57 1.02  0.11
H: -1.79 1.26 3.36  0.07
H: -0.72 2.66 3.45  0.08
H: -0.07 1.08 3.01  0.08

Values from the calculation:
* gap between HOMO and LUMO: 0.30748 Ha
* E_HOMO: -12.2 eV
* charge: +1

No. 8
The following is a DFT calculation (ωB97M-V/def2-TZVPD) of an isolated ion of composition C7H19N5 and charge +2.

Last column: Löwdin charge in e.
Atoms and positions in Å:
C: 1.26 -0.87 -2.20  0.12
C: 1.25 -1.54 -1.02  -0.11
N: 0.84 -0.86 0.22  -0.15
C: 1.39 -1.40 1.37  -0.12
N: 0.69 -2.78 1.74  0.25
N: -0.47 -0.21 0.22  -0.02
C: -1.55 -0.73 -0.64  -0.23
C: -2.00 0.02 -1.86  -0.07
C: -0.47 1.24 0.38  -0.31
N: -1.67 1.81 0.40  0.17
C: 0.70 1.96 0.66  -0.06
N: 0.75 3.46 0.84  0.18
H: 0.95 0.14 -2.13  0.05
H: 1.70 -1.27 -3.04  0.06
H: 1.30 -2.59 -0.97  0.09
H: 1.18 -0.71 2.20  0.14
H: 2.48 -1.55 1.30  0.16
H: 1.36 -3.31 2.27  0.16
H: 0.55 -3.13 0.79  0.14
H: -0.27 -2.55 2.09  0.19
H: -1.17 -1.61 -0.99  0.07
H: -2.44 -0.95 -0.01  0.14
H: -2.67 0.85 -1.57  0.08
H: -1.12 0.40 -2.41  0.08
H: -2.63 -0.61 -2.53  0.12
H: -1.70 2.72 0.85  0.12
H: -2.43 1.18 0.48  0.11
H: 1.64 1.40 0.65  0.10
H: 1.48 3.56 1.52  0.14
H: -0.10 3.94 1.31  0.21
H: 1.17 3.99 0.08  0.18

Values from the calculation:
* gap between HOMO and LUMO: 0.33543 Ha
* E_HOMO: -15.2 eV
* SMILES string: C=CN(C[NH3+])N(CC)/C(N)=C/[NH3+]
* ΔE to the lowest compared entry with this formula, charge and spin: 376.5 kJ/mol
* charge: +2